1.
A molecular structure, C5H6AuCl2HoO3S at a distorted geometry, computed with ωB97M-V/def2-TZVPD.

Values from the calculation:
HOMO level (alpha / beta)   -24.10 / -24.73 eV
HOMO-LUMO gap (alpha / beta)   7.81 / 5.66 eV
Total energy   -76743.3630 eV

```
! wB97M-V def2-TZVPD RIJCOSX def2/J DEFGRID3
* xyz 4 7
Au -0.3677 -0.7191 -4.4345
Ho -0.3147 -0.3323 0.0031
Cl -1.0820 -0.0334 -2.3693
Cl 1.6993 -1.6047 -0.3348
C -0.9990 -1.9517 1.5395
C -0.6070 -0.3745 -6.3901
C 0.1166 -1.9887 -5.8868
O -1.1604 -2.5739 2.5164
O -0.7759 0.1539 -7.4343
O 0.5214 -2.8353 -6.6019
C -0.3767 2.5101 2.9059
S -0.0720 0.8494 2.3135
C 1.0321 0.1845 3.5922
H -1.2083 2.9263 2.3342
H 0.5210 3.1294 2.7618
H -0.6535 2.4966 3.9731
H 1.9186 0.8211 3.6225
H 0.4907 0.1873 4.5500
H 1.3176 -0.8450 3.3396
*
```



2.
A molecular structure, C5H6BiO2 at a distorted geometry, computed with ωB97M-V/def2-TZVPD.

Values from the calculation:
HOMO level (alpha / beta)   -10.20 / -10.23 eV
HOMO-LUMO gap (alpha / beta)   3.86 / 3.91 eV
Total energy   -15201.8273 eV

```
! wB97M-V def2-TZVPD RIJCOSX def2/J DEFGRID3
* xyz 1 1
C -1.3176 -1.9097 0.0269
C -0.6856 -0.8220 0.0137
C 0.5036 0.0114 -0.2431
C 1.4434 0.0458 0.9302
O 2.6503 0.1206 0.8306
Bi 4.2853 -0.3261 -0.8213
H -1.5012 -2.9641 -0.1205
H 0.1782 1.0541 -0.4118
H 1.0348 -0.3079 -1.1497
H 0.9738 0.0389 1.9342
C -2.6082 -0.4553 0.5419
O -3.4764 0.1935 -0.2655
H -2.7723 -0.1196 1.5834
H -3.2299 0.0582 -1.1889
*
```



3.
C5H6Br2FN in the gas phase at a distorted geometry, computed with ωB97M-V/def2-TZVPD.

Values from the calculation:
HOMO level (alpha / beta)   -8.14 / -9.50 eV
HOMO-LUMO gap (alpha / beta)   8.64 / 7.31 eV
Total energy   -149568.7181 eV

```
! wB97M-V def2-TZVPD RIJCOSX def2/J DEFGRID3
* xyz 0 3
C 3.3638 -0.6463 -0.0811
C 3.4824 0.6536 -0.3340
C 2.0000 -1.0878 -0.5576
C -1.0000 0.0011 -0.2674
C 0.3175 0.7570 -0.0062
N 1.3577 0.2267 -0.9352
F 2.1516 -1.7798 -1.7142
Br 4.8517 -1.8576 0.3958
Br 4.5828 2.1229 -0.1455
H 1.3959 -1.7352 0.2061
H -0.9973 -1.1606 -0.1233
H -1.7486 0.6280 0.3851
H -1.4061 0.0836 -1.2823
H 0.1007 1.7785 -0.2831
H 0.6574 0.7660 1.0552
*
```



4.
A molecular structure, C5H6Br2N2O at a distorted geometry, computed with ωB97M-V/def2-TZVPD.

Values from the calculation:
HOMO level   -6.24 eV
ΔE to the lowest compared entry with this formula, charge and spin   136.9 kcal/mol
HOMO-LUMO gap   6.40 eV
Total energy   -150387.5746 eV

```
! wB97M-V def2-TZVPD RIJCOSX def2/J DEFGRID3
* xyz 0 1
O -1.6372 -1.4476 -2.4786
C -0.6418 -1.6354 -1.7136
Br -0.5223 -3.5203 -1.0948
C 0.4640 -0.4593 -1.3321
C 0.2968 0.1841 0.0676
N 0.8763 -0.3245 1.2216
C 0.5470 0.5403 2.3151
C -0.2681 1.6113 1.7598
N -0.3952 1.3458 0.3615
H 1.5138 -0.9412 -1.3608
H 0.3658 0.4235 -2.1463
H 1.4596 -1.1598 1.2883
H 0.8867 0.4217 3.3690
H -0.6912 2.4905 2.2988
H -0.9040 1.9111 -0.3438
Br -1.3501 0.5597 -2.2118
*
```



5.
A molecular structure, C5H6Br2O at a distorted geometry, computed with ωB97M-V/def2-TZVPD.

Values from the calculation:
HOMO level   -8.93 eV
ΔE to the lowest compared entry with this formula, charge and spin   78.0 kcal/mol
HOMO-LUMO gap   7.55 eV
Total energy   -147408.3471 eV

```
! wB97M-V def2-TZVPD RIJCOSX def2/J DEFGRID3
* xyz 0 1
C 2.5252 1.2543 1.1896
C 1.4341 0.9050 0.8513
C -0.7491 0.5664 -1.4944
C -1.2896 -0.7054 0.7091
C -0.3816 -0.4935 -0.4141
O 0.4053 -1.4211 -0.8850
Br -1.6414 0.9488 1.7188
Br -0.4899 -2.0617 1.9238
H 3.4326 1.3047 1.7481
H -1.7979 0.5889 -1.9336
H -0.5311 1.5565 -1.1780
H 0.1078 0.3245 -2.2203
H -2.2016 -1.1475 0.2950
H 1.1773 -1.6199 -0.3103
*
```



6.
C5H6BrN3O2 in the gas phase at a distorted geometry, computed with ωB97M-V/def2-TZVPD.

Values from the calculation:
HOMO level (alpha / beta)   -7.57 / -7.57 eV
ΔE to the lowest compared entry with this formula, charge and spin   183.4 kcal/mol
HOMO-LUMO gap (alpha / beta)   6.66 / 6.66 eV
Total energy   -83881.8053 eV

```
! wB97M-V def2-TZVPD RIJCOSX def2/J DEFGRID3
* xyz 0 1
C -1.2886 0.4340 1.9665
C 0.0758 0.8212 1.9188
C 0.6368 0.6143 -0.1305
C -1.1869 -1.0802 0.0952
C -0.3694 -0.1337 -0.8329
N -1.7840 -0.5046 1.2603
N 1.8650 0.8321 -0.5310
N 0.4376 -0.8438 -1.7585
O 0.7276 -1.9997 -1.5812
O 0.9088 -0.2169 -2.6728
Br 0.8006 2.4713 2.4762
H -1.9496 0.8272 2.7585
H -1.9197 -1.6305 -0.5075
H -0.6157 -1.9566 0.3149
H -1.0163 0.5896 -1.3935
H 2.5609 1.3499 -0.0118
H 2.1170 0.4264 -1.3707
*
```



7.
C5H6BrNO in the gas phase at a distorted geometry, computed with ωB97M-V/def2-TZVPD.

Values from the calculation:
HOMO level (alpha / beta)   -5.55 / -10.44 eV
ΔE to the lowest compared entry with this formula, charge and spin   50.9 kcal/mol
HOMO-LUMO gap (alpha / beta)   6.27 / 7.45 eV
Total energy   -78855.1500 eV

```
! wB97M-V def2-TZVPD RIJCOSX def2/J DEFGRID3
* xyz 0 3
C 1.3111 -0.9630 -0.5881
C -1.0812 0.7324 -0.0432
C 1.3319 -2.1558 -0.5325
C 1.2836 0.5489 -0.4502
C 0.3314 0.8708 0.6551
N -1.8324 -0.2910 0.5336
O -1.4929 1.3715 -0.9705
Br -3.5223 -0.4696 -0.0386
H -1.6237 -0.4214 1.5526
H 1.2936 -3.1364 -0.8824
H 2.2566 0.9188 -0.3159
H 0.7473 0.9737 -1.3997
H 0.5229 1.9428 1.0229
H 0.4741 0.0782 1.4568
*
```



8.
C5H6BrNO2 in the gas phase at a distorted geometry, computed with ωB97M-V/def2-TZVPD.

Values from the calculation:
HOMO level (alpha / beta)   -8.64 / -7.69 eV
ΔE to the lowest compared entry with this formula, charge and spin   127.1 kcal/mol
HOMO-LUMO gap (alpha / beta)   8.38 / 6.64 eV
Total energy   -80902.4035 eV

```
! wB97M-V def2-TZVPD RIJCOSX def2/J DEFGRID3
* xyz 0 1
C -0.9638 1.8050 1.5329
C -1.9937 1.0318 1.2198
C 1.9740 -1.5144 -1.1797
C 0.4626 -1.2849 -1.0438
C -0.0267 -0.1024 -0.3245
N 0.3714 1.4025 1.4032
O 1.2929 -2.1935 -0.2529
O 0.6436 0.2718 0.7425
Br -0.9139 1.1124 -1.5828
H -0.9084 2.7328 2.1922
H -3.0710 1.1329 1.1031
H -1.7184 0.1483 0.7710
H 2.3541 -2.0193 -2.0416
H 2.6813 -0.7144 -0.8506
H -0.1841 -1.8085 -1.6888
*
```